Entry from the Open Molecules 2025 dataset: C6H20ClMgO4 as an isolated structure in a non-equilibrium geometry (ωB97M-V/def2-TZVPD).

```
32
Properties=species:S:1:pos:R:3:forces:R:3:nbo_charge:R:1
Mg 2.573 -3.031 6.445 -1.07 0.71 -0.91 1.3203
Cl -0.083 -1.293 4.221 1.09 -0.73 0.91 -0.3191
O -4.129 -5.261 3.157 -0.01 -0.18 -0.06 -0.9284
H -3.238 -4.921 3.080 0.21 0.06 -0.09 0.4605
H -4.556 -4.677 3.783 -0.20 0.13 0.15 0.4678
C -5.351 3.048 -0.431 0.94 0.39 0.00 -0.6285
C -4.111 2.236 -0.003 -0.72 1.17 0.36 -0.0630
O -3.608 2.735 1.245 -0.31 0.32 0.03 -0.7423
H -6.199 2.923 0.243 -0.11 -0.31 -0.40 0.2125
H -5.499 2.842 -1.491 -0.74 -0.58 0.12 0.2126
H -5.153 4.118 -0.488 0.37 0.11 0.50 0.2140
H -3.363 2.441 -0.768 0.21 -0.65 -0.07 0.1623
H -4.434 1.197 0.075 0.47 -0.17 -0.13 0.1636
H -3.214 2.077 1.822 -0.11 -0.28 -0.42 0.4684
C 4.005 2.304 0.663 0.01 -0.74 0.16 -0.6371
C 5.219 2.441 -0.295 -2.41 0.27 1.88 -0.0714
O 6.332 2.139 0.511 1.08 0.07 -0.85 -0.7076
H 4.289 2.321 1.715 0.39 0.74 -0.04 0.2087
H 3.719 1.255 0.580 -0.95 0.04 -0.23 0.1838
H 3.205 3.027 0.506 -0.18 -0.39 -0.19 0.2138
H 5.169 3.475 -0.637 1.03 -0.17 -0.25 0.1845
H 4.966 1.726 -1.078 0.89 0.21 -0.49 0.1645
H 6.362 1.185 0.606 0.12 -0.04 0.00 0.4606
C 0.993 -1.935 -3.117 -0.73 0.15 -0.77 -0.6565
C 0.608 -3.350 -2.640 -0.55 0.59 -0.24 -0.0653
O 1.197 -3.615 -1.407 1.18 -0.50 1.44 -0.7184
H 1.185 -1.873 -4.188 0.28 -0.34 -0.06 0.2181
H 1.857 -1.527 -2.594 0.01 -0.33 0.07 0.2193
H 0.177 -1.219 -3.020 -0.14 -0.01 0.47 0.2074
H 0.879 -4.134 -3.347 0.22 0.11 0.06 0.1799
H -0.443 -3.489 -2.384 -0.51 0.40 -1.15 0.1601
H 0.648 -3.163 -0.762 0.23 -0.06 0.20 0.4550
```
Forces are in eV/Å.

* highest occupied orbital energy: -11.65 eV
* 2S+1: 1
* charge: +1
* Kohn-Sham gap: 1.9 eV

Entry from the Open Molecules 2025 dataset: C6H20IN4O6 as an isolated structure in a non-equilibrium geometry (ωB97M-V/def2-TZVPD).

```
37
Properties=species:S:1:pos:R:3:forces:R:3:nbo_charge:R:1
I -0.969 -0.532 0.562 -3.84 -4.51 -2.21 -0.1584
C 1.015 0.902 -1.460 -1.10 0.78 0.34 -0.1465
C 2.330 0.475 -0.697 -0.95 0.97 -1.66 -0.1074
O 3.255 1.539 -0.593 0.15 0.08 0.29 -0.7148
O 0.099 1.639 -0.616 2.36 2.09 -1.48 -0.7838
H 0.484 0.049 -1.884 0.06 -0.07 0.25 0.1950
H 1.062 1.534 -2.347 1.26 0.24 0.03 0.1900
H 2.795 -0.360 -1.222 0.23 0.57 0.32 0.1557
H 1.994 0.154 0.289 0.54 -0.09 -0.30 0.1970
H 3.762 1.505 -1.407 0.08 0.27 0.06 0.4595
H -0.551 1.023 -0.270 -0.13 1.03 -0.64 0.3978
C 1.301 1.158 2.423 -1.51 0.87 1.02 -0.1106
C 0.617 2.524 2.660 0.53 0.48 -1.88 -0.1047
O 1.503 3.594 3.061 -0.44 -0.78 0.43 -0.7239
O 0.251 0.161 2.485 4.94 2.60 6.23 -0.7469
H 2.072 1.072 3.189 0.04 -0.75 0.21 0.1527
H 1.796 1.235 1.455 -0.14 -0.13 0.43 0.1794
H -0.304 2.447 3.239 0.25 -0.08 0.43 0.1630
H 0.348 2.820 1.646 -0.53 0.20 0.08 0.1930
H 1.735 3.379 3.967 0.26 0.20 0.18 0.4476
H -0.119 -0.017 1.617 4.86 2.73 4.74 0.2821
C 0.972 -3.049 -0.901 -0.15 -1.63 -3.53 0.7483
O 1.351 -4.016 -1.538 1.50 -2.04 -0.10 -0.7266
N 1.341 -1.844 -1.229 1.84 1.44 -0.56 -0.8978
N -0.068 -3.034 -0.160 -3.66 -3.52 3.31 -0.8392
H 0.925 -1.117 -0.665 0.77 -0.09 -0.41 0.4024
H 2.185 -1.805 -1.783 -0.49 0.21 0.27 0.3935
H -0.643 -3.863 -0.106 0.56 -0.25 -0.10 0.3763
H -0.603 -2.206 0.060 0.75 -1.77 -0.60 0.3147
C -3.844 -0.438 -1.681 -1.38 0.98 2.10 0.7429
O -4.508 0.301 -2.314 -2.68 3.25 -4.52 -0.7033
N -4.276 -1.635 -1.428 -1.03 -5.41 0.10 -0.8379
N -2.968 -0.002 -0.850 0.14 2.63 -0.69 -0.8434
H -5.227 -1.826 -1.711 0.45 -0.17 0.00 0.3954
H -3.835 -2.200 -0.716 -0.33 0.04 -0.18 0.3763
H -2.399 -0.574 -0.242 -3.63 -0.16 -1.96 0.2882
H -2.878 1.004 -0.833 0.39 -0.23 -0.01 0.3941
```
Forces are in eV/Å.

* highest occupied orbital energy: -4.49 eV
* 2S+1: 1
* charge: -1
* Kohn-Sham gap: 7.3 eV
* ΔE to the lowest compared entry with this formula, charge and spin: 267.14 kcal per mole

Entry from the Open Molecules 2025 dataset: a 3-piece molecular cluster, C6H20N2O2 overall in a non-equilibrium geometry (ωB97M-V/def2-TZVPD).

```
30
Properties=species:S:1:pos:R:3:forces:R:3:nbo_charge:R:1
C 1.661 1.186 -2.322 0.44 0.08 -0.41 -0.6123
C 2.527 0.567 -1.224 -0.86 0.68 -0.08 -0.2234
N 1.795 -0.534 -0.604 -0.16 0.40 0.62 -0.6755
C 1.337 -0.314 0.792 -0.77 -0.92 -1.28 -0.2103
C -0.124 0.125 0.801 0.01 0.59 0.28 -0.4156
C -0.700 0.273 2.218 1.41 -0.84 0.06 -0.4275
C -1.323 -1.029 2.761 -1.74 0.12 -0.34 -0.2203
N -2.270 -1.748 1.888 -0.27 0.41 0.60 -0.8311
H 0.628 1.326 -2.039 -0.17 -0.01 0.54 0.2077
H 2.011 2.179 -2.609 0.27 -0.15 -0.30 0.2052
H 1.620 0.505 -3.171 0.15 0.21 -0.29 0.1973
H 3.517 0.322 -1.602 -0.01 -0.41 -0.11 0.1924
H 2.704 1.377 -0.509 0.01 -0.27 0.38 0.1791
H 2.172 -1.459 -0.695 0.58 0.07 -0.19 0.3753
H 1.444 -1.294 1.261 0.07 0.22 0.55 0.1846
H 1.910 0.461 1.297 0.35 -0.18 0.15 0.1801
H -0.797 -0.492 0.211 0.30 -0.48 -0.09 0.2008
H -0.166 1.062 0.243 -0.01 0.26 0.31 0.2086
H -1.299 1.176 2.279 -0.51 -0.28 0.18 0.2200
H 0.138 0.382 2.921 0.05 0.64 -0.13 0.1955
H -0.631 -1.784 3.115 0.64 0.19 -0.15 0.1870
H -1.917 -0.770 3.641 0.14 0.04 0.14 0.1923
H -1.844 -2.071 1.046 0.42 -0.23 -0.50 0.3460
H -3.006 -1.116 1.601 -0.12 0.02 0.00 0.3481
O -2.492 1.372 -0.692 -0.16 0.10 -0.30 -0.9425
H -1.936 1.652 -1.429 0.07 0.08 0.10 0.4727
H -2.832 0.543 -1.041 -0.05 -0.15 0.11 0.4743
O -0.961 -0.502 -2.587 -1.37 0.84 1.40 -1.0060
H -0.149 -0.590 -2.071 0.36 -0.49 -0.75 0.5110
H -1.018 -0.805 -3.479 0.93 -0.51 -0.50 0.4864
```
Forces are in eV/Å.

* highest occupied orbital energy: -8.93 eV
* 2S+1: 1
* Kohn-Sham gap: 9.6 eV
* ΔE to the lowest compared entry with this formula, charge and spin: 29.73 kcal per mole
* SMILES: CCNCCCCN.O.O

Entry from the Open Molecules 2025 dataset: a 4-piece molecular cluster, C6H20O4 overall in a non-equilibrium geometry (ωB97M-V/def2-TZVPD).

```
30
Properties=species:S:1:pos:R:3:forces:R:3:nbo_charge:R:1
C 5.189 -6.813 3.776 0.39 -0.14 0.19 -0.6564
C 5.496 -7.412 2.404 -0.42 -1.20 -0.14 0.0996
C 4.308 -7.912 1.520 0.84 -0.26 1.90 -0.6244
O 6.209 -6.495 1.654 0.72 1.79 -0.86 -0.7136
H 6.095 -6.282 4.067 0.08 0.23 -0.03 0.2159
H 5.085 -7.535 4.586 -0.45 -0.25 -0.24 0.2179
H 4.363 -6.101 3.800 -0.20 -0.11 -0.17 0.2099
H 6.266 -8.171 2.543 -0.47 -0.75 0.23 0.1650
H 3.804 -8.701 2.079 -0.43 0.05 0.04 0.1982
H 4.674 -8.396 0.614 -0.02 0.57 -0.14 0.2190
H 3.653 -7.050 1.393 -0.15 -0.26 -0.46 0.2086
H 5.918 -5.625 1.939 0.11 0.30 -0.31 0.4573
C 2.118 -7.231 5.465 -1.05 0.65 0.57 -0.2499
O 1.619 -6.082 4.755 0.42 -0.48 -0.77 -0.7441
H 3.012 -7.055 6.063 0.08 0.16 -0.19 0.1712
H 1.302 -7.505 6.133 0.19 -0.37 0.32 0.1690
H 2.276 -8.079 4.800 0.10 0.38 -0.32 0.1823
H 1.834 -5.231 5.144 0.25 -0.35 0.40 0.4733
C 5.191 -14.694 4.640 0.63 -0.98 0.12 -0.2617
O 4.211 -14.095 5.501 0.52 -0.08 -0.49 -0.7537
H 5.002 -15.710 4.294 -0.93 -0.05 0.14 0.1771
H 5.467 -14.158 3.732 -0.52 0.68 0.20 0.1774
H 6.121 -14.868 5.181 -0.03 0.57 0.40 0.1857
H 3.353 -14.526 5.501 0.21 -0.27 -0.38 0.4883
C 4.755 -10.906 5.282 -0.90 0.16 0.86 -0.2522
O 5.129 -11.666 6.431 0.58 0.90 -0.32 -0.7456
H 5.437 -10.096 5.026 0.86 -0.71 -0.08 0.1756
H 4.490 -11.569 4.459 0.28 0.25 -0.27 0.1691
H 3.885 -10.298 5.533 -0.66 -0.18 -0.03 0.1490
H 4.645 -12.494 6.393 -0.03 -0.24 -0.18 0.4920
```
Forces are in eV/Å.

* highest occupied orbital energy: -9.77 eV
* 2S+1: 1
* Kohn-Sham gap: 10.3 eV
* ΔE to the lowest compared entry with this formula, charge and spin: 55.18 kcal per mole
* SMILES: CC(C)O.CO.CO.CO

Entry from the Open Molecules 2025 dataset: a 3-piece molecular cluster, C6H21N2O2 overall (ωB97M-V/def2-TZVPD).

```
31
Properties=species:S:1:pos:R:3:forces:R:3:mulliken_spin:R:1
C 1.545 0.014 -1.459 0.09 -0.15 0.13 0.1137
N 0.449 -0.339 -0.570 0.08 0.03 0.05 -0.1686
C -0.447 0.773 -0.267 -0.08 -0.41 0.00 0.0558
C -1.520 0.351 0.738 -0.06 0.23 -0.22 -0.0886
C -2.609 -0.473 0.067 -0.15 -0.11 -0.13 0.1103
C -2.098 1.579 1.432 0.01 0.03 0.23 0.0028
C 1.156 -0.158 -2.933 0.14 0.28 0.26 0.5119
N 0.322 -1.380 -3.089 0.33 -0.11 -0.07 2.0834
H 1.872 1.048 -1.295 0.01 0.09 -0.14 0.0536
H 2.403 -0.615 -1.218 -0.09 -0.12 -0.07 -0.0683
H 0.820 -0.733 0.292 -0.06 0.07 -0.11 0.0452
H -0.941 1.068 -1.197 -0.02 0.21 -0.04 0.0456
H 0.108 1.641 0.111 0.06 0.09 0.03 -0.0517
H -1.041 -0.274 1.490 0.14 -0.06 0.17 0.0009
H -3.131 0.098 -0.707 0.06 0.09 0.07 0.0118
H -2.203 -1.363 -0.416 0.04 -0.01 0.06 -0.0479
H -3.358 -0.793 0.793 -0.01 -0.05 0.03 0.0156
H -2.546 2.273 0.719 -0.06 -0.02 -0.10 -0.0048
H -1.321 2.124 1.972 0.03 0.00 -0.01 0.0034
H -2.864 1.303 2.162 0.00 -0.01 -0.10 -0.0001
H 2.028 -0.256 -3.576 0.00 0.02 -0.01 -0.1885
H 0.569 0.695 -3.264 -0.11 -0.06 -0.12 -0.1124
H -0.326 -1.333 -3.915 -0.13 -0.01 0.00 -0.7233
H 0.918 -2.245 -3.206 -0.01 0.04 -0.06 -0.6389
H -0.204 -1.487 -2.208 -0.24 -0.04 0.08 0.0198
H 1.710 -2.132 2.390 0.00 0.13 0.00 -0.0029
H 1.870 -0.601 2.627 0.01 -0.24 -0.01 0.0029
O 1.766 -1.283 1.939 0.03 0.02 0.01 0.0133
H 2.521 1.494 3.785 0.00 -0.08 0.06 -0.0020
H 2.451 0.356 4.831 -0.15 0.21 -0.45 -0.0016
O 2.102 0.647 3.972 0.15 -0.05 0.44 0.0097
```
Forces are in eV/Å.

* highest occupied orbital energy (alpha / beta): -2.99 / -9.14 eV
* expectation value of S²: 0.75
* 2S+1: 2
* Kohn-Sham gap (alpha / beta): 3.1 / 9.2 eV
* ΔE to the lowest compared entry with this formula, charge and spin: 0.00 kcal per mole

Entry from the Open Molecules 2025 dataset: a 6-piece molecular cluster, C6H21N3O9 overall in a non-equilibrium geometry (ωB97M-V/def2-TZVPD).

```
39
Properties=species:S:1:pos:R:3:forces:R:3:nbo_charge:R:1
C -1.678 -3.813 -2.843 -1.43 -0.21 -0.85 -0.4990
N -0.384 -3.892 -2.156 -0.47 -1.46 0.69 0.5398
O 0.081 -2.839 -1.818 0.82 1.00 0.23 -0.3955
O 0.096 -4.987 -1.913 -0.29 0.61 -0.46 -0.3539
H -1.503 -3.744 -3.917 0.21 0.02 0.08 0.2404
H -2.247 -2.939 -2.528 0.54 0.07 0.12 0.2324
H -2.314 -4.681 -2.669 0.56 -0.20 0.17 0.2373
C 0.253 3.644 -2.108 0.88 0.27 0.12 -0.4924
N 0.028 3.742 -0.609 -0.85 1.97 -1.38 0.5363
O -0.991 3.261 -0.181 0.08 -0.75 0.46 -0.3614
O 0.748 4.519 -0.004 0.25 -0.77 0.19 -0.3937
H -0.666 3.824 -2.667 -0.16 -0.55 0.50 0.2407
H 0.736 2.686 -2.300 -0.33 -0.01 -0.11 0.2453
H 0.929 4.458 -2.368 0.13 -0.23 0.22 0.2297
C 1.470 3.695 3.025 -0.30 0.22 0.43 -0.4897
N 1.723 2.627 4.084 0.36 -0.45 -0.32 0.5290
O 1.284 1.511 3.833 0.17 0.73 0.08 -0.3865
O 2.358 2.901 5.092 -0.51 0.21 -0.88 -0.3691
H 2.247 3.749 2.263 0.21 -0.53 0.35 0.2425
H 1.438 4.664 3.523 -0.09 -0.22 0.08 0.2292
H 0.529 3.451 2.532 0.14 0.01 0.22 0.2410
C 1.527 -3.525 3.209 0.64 1.48 -0.47 -0.2325
O 0.310 -4.099 2.951 -1.76 -2.22 -0.04 -0.7356
H 1.784 -2.925 2.336 0.50 0.50 0.20 0.1579
H 1.451 -2.921 4.113 0.45 0.24 0.04 0.1617
H 2.335 -4.250 3.310 -0.39 -0.35 0.14 0.1784
H -0.354 -3.550 2.527 0.57 0.37 0.12 0.4711
C -2.192 -0.001 -2.584 0.33 -0.40 -0.35 -0.2483
O -2.796 0.477 -3.764 -0.29 0.70 -0.48 -0.7288
H -2.929 -0.504 -1.959 0.08 0.08 0.38 0.1541
H -1.392 -0.692 -2.849 0.13 -0.20 0.24 0.1641
H -1.715 0.835 -2.071 -0.31 -0.02 0.08 0.1960
H -3.321 -0.204 -4.190 0.08 -0.08 0.15 0.4620
C 0.535 0.161 0.702 1.34 0.21 0.53 -0.2548
O 0.710 -0.332 -0.614 -1.12 -0.12 0.09 -0.7305
H 0.583 1.249 0.642 0.02 -0.10 0.29 0.1680
H -0.323 -0.125 1.310 -0.66 -0.11 -0.72 0.1693
H 1.368 -0.238 1.282 0.29 0.48 0.34 0.1674
H 0.282 -1.192 -0.623 0.20 -0.19 -0.47 0.4779
```
Forces are in eV/Å.

* highest occupied orbital energy: -10.11 eV
* 2S+1: 1
* Kohn-Sham gap: 9.9 eV
* ΔE to the lowest compared entry with this formula, charge and spin: 10.33 kcal per mole
* SMILES: C[N+](=O)[O-].C[N+](=O)[O-].C[N+](=O)[O-].CO.CO.CO